Density functional theory data (wB97M-V/def2-TZVPD) for a molecular structure, C39H31F3N9O5RbSSe.

CARTESIAN COORDINATES (ANGSTROEM)
Rb (0.567, -1.669, 1.337)
C (3.762, 2.034, 4.182)
C (3.293, 1.051, 5.188)
N (3.673, 1.008, 6.433)
N (2.958, -0.039, 6.947)
C (2.114, -0.624, 6.076)
S (1.088, -1.919, 6.345)
N (2.356, 0.081, 4.932)
N (1.680, -0.149, 3.723)
H (4.635, 2.544, 4.587)
H (2.981, 2.772, 3.981)
H (3.988, 1.555, 3.226)
H (3.067, -0.330, 7.900)
H (2.062, -1.021, 3.328)
H (2.045, 0.519, 3.025)
C (2.185, 8.859, -7.765)
O (1.892, 7.513, -8.078)
C (1.509, 6.702, -7.048)
C (1.247, 5.375, -7.384)
C (0.864, 4.476, -6.413)
C (0.729, 4.874, -5.081)
C (0.986, 6.194, -4.762)
C (1.377, 7.118, -5.732)
C (0.346, 3.867, -4.073)
N (0.116, 2.608, -4.334)
C (-0.143, 2.029, -3.107)
C (-0.082, 2.961, -2.111)
N (0.216, 4.148, -2.743)
C (-0.287, 2.665, -0.720)
C (-0.208, 3.592, 0.322)
C (-0.383, 3.163, 1.614)
C (-0.620, 1.801, 1.836)
N (-0.694, 0.917, 0.865)
C (-0.530, 1.322, -0.403)
C (-0.593, 0.296, -1.465)
N (-0.826, -0.969, -1.085)
C (-0.837, -1.910, -2.002)
C (-0.630, -1.662, -3.365)
C (-0.418, -0.369, -3.769)
C (-0.403, 0.645, -2.807)
H (2.471, 9.335, -8.698)
H (3.014, 8.932, -7.055)
H (1.312, 9.369, -7.351)
H (1.360, 5.069, -8.416)
H (0.670, 3.441, -6.660)
H (0.896, 6.543, -3.740)
H (1.575, 8.138, -5.440)
H (0.403, 5.026, -2.295)
H (0.004, 4.636, 0.115)
H (-0.313, 3.847, 2.449)
H (-0.737, 1.413, 2.843)
H (-1.019, -2.920, -1.644)
H (-0.629, -2.482, -4.071)
H (-0.246, -0.115, -4.807)
F (1.574, -9.404, 2.559)
C (0.628, -8.979, 1.696)
F (-0.531, -9.542, 2.082)
F (0.941, -9.519, 0.496)
C (0.557, -7.478, 1.629)
C (-0.599, -6.799, 1.953)
C (-0.598, -5.408, 1.852)
N (0.472, -4.732, 1.453)
C (1.594, -5.392, 1.164)
C (1.684, -6.773, 1.233)
H (-1.488, -7.322, 2.277)
H (-1.459, -4.779, 2.087)
H (2.447, -4.784, 0.880)
H (2.609, -7.279, 0.987)
O (4.954, -0.662, 0.278)
Se (3.397, -0.626, 0.757)
O (3.014, 0.832, 1.463)
O (3.087, -1.804, 1.892)
O (2.341, -0.855, -0.488)
C (-6.548, -3.385, 1.082)
C (-5.456, -4.108, 0.546)
C (-4.183, -3.816, 0.956)
C (-3.888, -2.805, 1.915)
C (-2.516, -2.567, 2.296)
C (-2.385, -1.540, 3.227)
C (-3.468, -0.785, 3.744)
C (-4.757, -1.040, 3.361)
C (-5.004, -2.077, 2.428)
C (-6.321, -2.395, 1.998)
H (-7.560, -3.613, 0.763)
H (-5.632, -4.886, -0.190)
H (-3.333, -4.353, 0.547)
H (-1.393, -1.292, 3.614)
H (-3.278, 0.005, 4.467)
H (-5.591, -0.468, 3.759)
H (-7.154, -1.830, 2.407)

Values from the calculation:
- E_HOMO: -1.5 eV
- Net charge: -2
- E_LUMO: 2.88 eV
- Energy: -5497.11608 hartree
- Gap between HOMO and LUMO: 4.42 eV